No. 1
# C27H63F3O33P6

9 unconnected molecules or ions with the total composition C27H63F3O33P6 in a non-equilibrium geometry (ωB97M-V with the def2-TZVPD basis set, the OMol25 dataset).

Results
* SMILES: O=C1OC[C@@H](F)O1.O=C1OC[C@@H](F)O1.O=C1OC[C@@H](F)O1.COP(=O)(OC)OC.COP(=O)(OC)OC.COP(=O)(OC)OC.COP(=O)(OC)OC.COP(=O)(OC)OC.COP(=O)(OC)OC
* ΔE to the lowest compared entry with this formula, charge and spin: 7.513 eV
* frontier orbital gap: 10.7 eV
* LUMO energy: 0.12 eV

```
! wB97M-V def2-TZVPD RIJCOSX def2/J DEFGRID3
* xyz 0 1
O -2.804 4.604 0.911
C -2.603 3.420 0.603
O -1.387 2.725 0.455
C -1.678 1.376 0.485
C -3.063 1.323 -0.064
F -3.586 0.172 0.335
O -3.672 2.506 0.412
H -0.912 0.927 -0.148
H -1.635 1.019 1.514
H -2.889 1.268 -1.138
O 0.182 9.862 -4.950
C -0.511 8.986 -5.393
O -1.288 9.085 -6.536
C -2.266 8.012 -6.714
C -1.781 7.064 -5.545
F -1.098 6.047 -6.072
O -0.832 7.779 -4.771
H -3.316 8.291 -6.621
H -2.045 7.581 -7.691
H -2.587 6.743 -4.885
O 2.385 -4.892 -2.870
C 2.827 -5.038 -3.986
O 4.010 -4.795 -4.440
C 4.115 -5.263 -5.764
C 2.748 -5.017 -6.259
F 2.598 -6.010 -7.130
O 2.042 -5.370 -5.046
H 4.703 -4.790 -6.551
H 4.443 -6.302 -5.733
H 2.696 -4.006 -6.664
C -5.924 0.086 -6.818
O -5.201 -0.601 -7.786
P -4.029 -1.759 -7.481
O -2.885 -1.206 -6.784
O -4.925 -2.797 -6.547
C -4.655 -4.177 -6.652
O -3.626 -2.414 -8.886
C -3.600 -1.538 -9.933
H -5.892 1.171 -6.922
H -5.598 -0.175 -5.811
H -6.966 -0.233 -6.816
H -3.954 -4.553 -7.396
H -5.619 -4.639 -6.863
H -4.323 -4.621 -5.713
H -3.365 -0.523 -9.610
H -4.555 -1.602 -10.455
H -2.890 -1.987 -10.628
C -9.399 1.878 5.486
O -9.396 1.893 3.996
P -10.507 1.143 3.110
O -11.913 1.421 3.482
O -9.966 -0.358 3.058
C -10.398 -1.261 2.154
O -10.048 1.676 1.623
C -10.839 2.695 1.032
H -9.059 2.887 5.717
H -8.456 1.345 5.612
H -10.318 1.566 5.982
H -9.918 -1.394 1.184
H -11.390 -0.962 1.816
H -10.683 -2.242 2.535
H -11.706 2.142 0.672
H -10.349 2.922 0.085
H -11.023 3.472 1.773
C 9.724 0.728 -7.798
O 8.411 0.187 -7.978
P 7.049 1.082 -7.925
O 7.192 2.431 -8.505
O 6.596 0.980 -6.308
C 5.464 1.608 -5.720
O 6.056 0.094 -8.670
C 5.402 0.356 -9.849
H 10.239 0.359 -8.685
H 10.120 0.082 -7.015
H 9.913 1.771 -7.545
H 5.662 1.877 -4.682
H 4.621 0.918 -5.758
H 5.278 2.483 -6.342
H 6.114 0.202 -10.659
H 5.082 1.398 -9.896
H 4.570 -0.330 -10.007
C 1.434 3.887 7.796
O 1.462 4.367 9.161
P 2.819 4.019 9.925
O 4.022 4.757 9.524
O 2.446 4.129 11.508
C 3.217 4.728 12.504
O 2.836 2.340 9.972
C 1.790 1.590 10.466
H 1.783 2.855 7.761
H 1.800 4.418 6.917
H 0.364 3.776 7.622
H 4.305 4.792 12.519
H 3.011 4.025 13.311
H 2.758 5.634 12.900
H 1.593 1.931 11.482
H 2.179 0.572 10.440
H 0.834 1.670 9.948
C -2.993 -6.181 4.128
O -2.174 -6.417 5.185
P -1.781 -5.103 6.096
O -2.104 -3.750 5.624
O -2.373 -5.436 7.596
C -3.719 -5.412 7.814
O -0.106 -5.332 6.258
C 0.410 -6.406 7.000
H -3.121 -5.118 3.921
H -3.941 -6.662 4.370
H -2.372 -6.658 3.370
H -4.305 -5.116 6.944
H -3.893 -4.739 8.653
H -4.030 -6.358 8.258
H -0.130 -7.352 7.033
H 0.471 -5.997 8.008
H 1.396 -6.606 6.580
C 7.970 -0.292 5.172
O 8.625 -0.921 4.045
P 8.769 -0.158 2.664
O 9.383 1.206 2.554
O 9.450 -1.261 1.648
C 9.750 -0.883 0.336
O 7.175 -0.084 2.268
C 6.438 -1.290 2.415
H 7.173 -0.978 5.461
H 7.698 0.750 5.005
H 8.603 -0.400 6.052
H 9.818 0.132 -0.055
H 8.981 -1.283 -0.325
H 10.699 -1.359 0.087
H 6.369 -1.494 3.484
H 6.868 -2.177 1.950
H 5.430 -1.142 2.028
*
```



No. 2
# C27H63N3O4

4 unconnected molecules or ions with the total composition C27H63N3O4 in a non-equilibrium geometry (ωB97M-V with the def2-TZVPD basis set, the OMol25 dataset).

Results
* frontier orbital gap: 9.3 eV
* LUMO energy: -3.71 eV

```
! wB97M-V def2-TZVPD RIJCOSX def2/J DEFGRID3
* xyz 2 1
C -5.776 3.078 1.530
C -4.433 3.472 0.918
N -3.282 3.520 1.886
C -3.576 4.566 2.893
C -3.197 2.248 2.714
C -3.191 0.999 1.877
C -1.974 3.758 1.170
C -1.915 4.866 0.128
O -2.290 6.105 0.745
C -2.452 7.293 -0.090
H -6.293 3.974 1.957
H -5.829 2.169 2.202
H -6.350 2.863 0.603
H -4.606 4.482 0.507
H -4.011 2.828 0.141
H -2.679 4.611 3.430
H -4.466 4.207 3.385
H -3.699 5.511 2.457
H -3.935 2.359 3.470
H -2.197 2.342 3.152
H -2.535 1.121 0.978
H -4.198 0.834 1.490
H -2.701 0.122 2.343
H -1.709 2.832 0.626
H -1.236 3.907 1.988
H -2.629 4.627 -0.649
H -0.878 4.878 -0.261
H -3.267 7.080 -0.852
H -1.441 7.561 -0.646
H -2.817 8.027 0.615
C -1.785 -3.095 -2.815
C -1.805 -1.759 -3.518
N -0.434 -0.992 -3.749
C 0.645 -1.878 -4.344
C -0.736 0.163 -4.684
C -1.274 -0.202 -6.037
C -0.005 -0.377 -2.388
C 1.302 0.287 -2.344
O 1.333 1.450 -3.238
C 0.511 2.506 -2.807
H -2.638 -2.961 -2.141
H -0.844 -3.231 -2.309
H -2.071 -3.956 -3.429
H -2.404 -0.994 -3.029
H -2.229 -1.907 -4.511
H 0.066 -2.524 -5.017
H 1.269 -2.439 -3.559
H 1.282 -1.206 -4.891
H 0.149 0.765 -4.798
H -1.385 0.809 -4.084
H -0.651 -0.989 -6.494
H -1.371 0.598 -6.790
H -2.216 -0.741 -6.067
H -0.017 -1.113 -1.617
H -0.755 0.385 -2.268
H 2.100 -0.382 -2.729
H 1.525 0.614 -1.302
H 0.888 2.865 -1.819
H -0.522 2.214 -2.648
H 0.599 3.258 -3.594
C 5.668 -0.312 2.585
C 5.608 -1.819 2.333
C 4.210 -2.331 2.689
N 3.740 -3.617 2.003
C 2.608 -4.045 2.887
C 1.635 -5.030 2.262
C 1.214 -4.588 0.826
C 2.473 -4.425 -0.005
C 3.297 -3.286 0.556
C 4.804 -4.721 2.038
H 5.580 -0.075 3.642
H 5.000 0.284 1.931
H 6.666 -0.008 2.270
H 6.446 -2.351 2.830
H 5.804 -1.995 1.232
H 3.400 -1.585 2.569
H 4.252 -2.617 3.772
H 2.146 -3.106 3.189
H 2.942 -4.518 3.762
H 0.713 -5.096 2.886
H 2.078 -6.017 2.209
H 0.552 -3.711 0.825
H 0.527 -5.354 0.415
H 2.254 -4.169 -1.058
H 3.098 -5.312 -0.062
H 2.651 -2.420 0.658
H 4.260 -3.159 0.016
H 5.513 -4.445 1.346
H 4.281 -5.710 1.817
H 5.122 -4.744 3.077
C 0.384 -0.182 2.457
C 0.303 -0.162 0.956
O 1.016 -1.003 0.374
O -0.517 0.652 0.487
H 0.652 0.841 2.857
H 1.192 -0.790 2.790
H -0.540 -0.485 2.898
*
```



No. 3
# C27H64AsF6N7O3

A molecular structure, C27H64AsF6N7O3 in a non-equilibrium geometry (ωB97M-V with the def2-TZVPD basis set, the OMol25 dataset).

Results
* ΔE to the lowest compared entry with this formula, charge and spin: 0.000 eV
* frontier orbital gap: 9.7 eV
* LUMO energy: -8.82 eV

```
! wB97M-V def2-TZVPD RIJCOSX def2/J DEFGRID3
* xyz 4 1
As 0.086 2.269 -0.651
F -0.187 1.496 0.900
F -0.850 0.926 -1.476
F 0.321 3.169 -2.215
F 1.063 3.496 0.224
F 1.555 1.223 -0.874
F -1.441 3.170 -0.476
C -2.294 0.912 7.047
C -0.979 1.055 6.345
N -0.887 2.079 5.275
C 0.142 2.895 4.862
C -0.114 3.619 3.703
N -1.475 3.328 3.411
C -1.889 2.320 4.337
C -2.345 3.940 2.418
H -2.164 0.026 7.667
H -3.097 0.789 6.320
H -2.471 1.761 7.707
H -0.627 0.104 5.945
H -0.297 1.425 7.111
H 1.122 2.929 5.315
H 0.450 4.216 3.001
H -2.858 1.844 4.351
H -2.595 3.122 1.742
H -1.735 4.691 1.915
H -3.229 4.319 2.931
C 4.612 2.689 1.212
C 4.782 1.944 2.591
N 3.705 0.995 2.896
C 2.379 0.988 2.467
C 1.695 0.000 3.110
N 2.605 -0.683 3.869
C 3.850 -0.109 3.749
C 2.337 -1.891 4.653
H 3.702 3.287 1.257
H 4.568 2.039 0.338
H 5.492 3.289 0.979
H 4.749 2.748 3.326
H 5.752 1.448 2.563
H 2.028 1.781 1.824
H 0.686 -0.380 3.050
H 4.721 -0.429 4.302
H 3.105 -2.039 5.412
H 2.353 -2.717 3.942
H 1.435 -1.825 5.262
C 4.071 -0.675 -0.155
N 3.794 -1.713 -1.265
C 4.000 -1.183 -2.722
C 4.807 -2.852 -1.109
C 2.338 -2.222 -1.250
C 1.679 -2.407 0.131
O 2.422 -3.443 0.866
H 3.984 -1.110 0.841
H 3.296 0.092 -0.166
H 4.975 -0.080 -0.280
H 5.050 -0.889 -2.721
H 3.410 -0.298 -2.961
H 3.798 -1.938 -3.483
H 4.658 -3.350 -0.150
H 5.808 -2.430 -1.202
H 4.722 -3.527 -1.960
H 2.467 -3.141 -1.822
H 1.727 -1.422 -1.668
H 0.615 -2.618 0.024
H 1.717 -1.452 0.655
H 2.160 -4.266 0.448
C -1.692 -1.737 -1.561
N -2.172 -3.148 -2.007
C -2.463 -3.160 -3.544
C -0.976 -4.073 -1.880
C -3.477 -3.586 -1.264
C -3.529 -3.055 0.204
O -2.361 -3.457 0.882
H -2.567 -1.087 -1.563
H -0.860 -1.342 -2.144
H -1.313 -1.879 -0.549
H -1.576 -2.887 -4.115
H -3.204 -2.367 -3.648
H -2.659 -4.209 -3.765
H -0.195 -3.640 -2.505
H -1.138 -5.070 -2.288
H -0.692 -4.205 -0.836
H -3.552 -4.673 -1.236
H -4.305 -3.234 -1.879
H -4.379 -3.394 0.796
H -3.472 -1.970 0.290
H -2.393 -3.116 1.779
C -3.336 1.900 -6.024
N -2.434 1.628 -4.815
C -2.327 0.055 -4.672
C -0.974 2.153 -4.981
C -2.937 2.385 -3.540
C -4.152 1.891 -2.832
O -5.145 1.724 -3.702
H -4.327 1.448 -5.976
H -2.880 1.568 -6.957
H -3.453 2.983 -6.051
H -1.640 -0.187 -3.861
H -2.055 -0.404 -5.623
H -3.328 -0.324 -4.465
H -0.270 1.832 -4.213
H -1.028 3.237 -5.079
H -0.562 1.745 -5.904
H -3.061 3.452 -3.725
H -2.187 2.351 -2.750
H -4.519 2.540 -2.037
H -3.970 0.928 -2.356
H -5.699 1.054 -3.296
*
```



No. 4
# C27H64B2NO16

7 unconnected molecules or ions with the total composition C27H64B2NO16 in a non-equilibrium geometry (ωB97M-V with the def2-TZVPD basis set, the OMol25 dataset).

Results
* frontier orbital gap: 7.2 eV
* LUMO energy: 1.96 eV

```
! wB97M-V def2-TZVPD RIJCOSX def2/J DEFGRID3
* xyz -1 1
C -4.034 -1.281 1.445
C -5.214 -1.534 0.478
C -5.065 -0.800 -0.872
C -3.680 -0.944 -1.514
C -3.502 -2.308 -2.252
C -2.217 -3.054 -1.812
C -0.990 -2.747 -2.691
C 0.153 -3.751 -2.517
C 0.877 -3.721 -1.142
C 2.263 -3.002 -1.169
C 2.531 -2.108 0.096
B 2.364 -0.552 -0.332
O 0.961 -0.495 -1.023
N 0.063 0.033 -0.158
O -0.682 -0.787 0.283
O 2.208 0.447 0.782
C 2.905 1.592 0.509
C 2.054 2.814 0.134
C 1.382 2.772 -1.213
O 1.588 2.029 -2.076
O 0.423 3.803 -1.397
C 0.075 3.868 -2.744
C -1.141 3.106 -3.228
O 0.701 4.468 -3.495
C 4.098 1.126 -0.425
C 5.324 0.453 0.289
C 5.030 0.002 1.716
C 5.250 1.131 2.767
O 5.990 -1.036 2.059
B 4.788 2.183 -1.413
O 4.546 2.053 -2.775
O 5.655 3.183 -0.972
C 5.022 4.442 -0.761
O 3.467 0.029 -1.081
H -4.371 -1.273 2.484
H -3.271 -2.056 1.353
H -3.589 -0.306 1.229
H -5.298 -2.609 0.283
H -6.140 -1.190 0.952
H -5.249 0.270 -0.698
H -5.854 -1.171 -1.537
H -2.868 -0.784 -0.808
H -3.600 -0.174 -2.292
H -3.506 -2.125 -3.332
H -4.349 -2.968 -2.023
H -2.022 -2.749 -0.780
H -2.384 -4.140 -1.755
H -1.354 -2.785 -3.730
H -0.704 -1.709 -2.501
H -0.313 -4.743 -2.607
H 0.879 -3.632 -3.327
H 0.234 -3.347 -0.345
H 1.107 -4.768 -0.896
H 3.044 -3.772 -1.223
H 2.373 -2.420 -2.090
H 1.896 -2.388 0.941
H 3.592 -2.243 0.355
H 3.399 1.933 1.439
H 1.245 2.856 0.875
H 2.579 3.768 0.217
H -0.779 2.117 -3.525
H -1.843 2.957 -2.401
H -1.604 3.589 -4.083
H 5.613 -0.410 -0.312
H 6.226 1.089 0.324
H 4.059 -0.470 1.847
H 5.797 0.720 3.616
H 5.721 2.022 2.346
H 4.264 1.395 3.162
H 6.883 -0.674 2.028
H 5.417 1.881 -3.167
H 5.642 5.280 -1.077
H 4.070 4.491 -1.310
H 4.747 4.505 0.301
C 5.365 4.950 4.147
O 4.283 4.029 4.179
H 6.247 4.425 3.788
H 5.141 5.779 3.469
H 5.563 5.340 5.150
H 3.508 4.503 4.497
C -3.997 -2.308 5.403
O -5.037 -2.661 4.497
H -3.046 -2.570 4.947
H -4.015 -1.234 5.603
H -4.108 -2.858 6.342
H -5.873 -2.424 4.911
C -7.843 -0.633 -3.820
O -7.754 -1.469 -2.667
H -7.792 0.402 -3.489
H -7.015 -0.832 -4.499
H -8.792 -0.799 -4.336
H -7.798 -2.382 -2.969
C -8.020 2.070 -6.406
O -7.648 0.697 -6.442
H -7.339 2.589 -5.736
H -7.947 2.512 -7.403
H -9.042 2.177 -6.032
H -8.258 0.250 -7.038
C 4.486 -1.792 5.077
O 3.932 -0.564 5.538
H 5.296 -2.084 5.744
H 3.718 -2.571 5.078
H 4.869 -1.652 4.069
H 3.223 -0.336 4.922
C 0.249 -1.139 3.930
O 1.457 -0.944 3.209
H 0.419 -1.908 4.682
H -0.054 -0.212 4.427
H -0.546 -1.467 3.253
H 1.291 -0.259 2.545
*
```